No. 1
Here is a single C2H3OPS2 molecule at a distorted geometry from the OMol25 dataset. Energies are from ωB97M-V/def2-TZVPD.

ORCA input file:
```
! RIJCOSX wB97M-V def2-TZVPD def2/J DEFGRID3
* xyz 0 1
O 2.788 -0.530 0.590
P 1.956 -0.328 -0.817
C 0.573 0.430 -0.208
C -0.457 1.147 0.065
S -2.082 0.489 0.441
S -1.654 -1.360 -0.331
H 2.142 -0.764 1.232
H -0.692 2.201 0.410
H -2.574 -1.285 -1.383
*
```

Calculated values
LUMO level	-0.29	eV
energy above the lowest of the compared OMol25 structures with the same formula, charge and spin	1.753	eV
largest force on an atom	3.76	eV/Å
gap between HOMO and LUMO	8.5	eV
HOMO energy	-8.78	eV

=====

No. 2
Here is a single C2H3OPS2 molecule at a distorted geometry from the OMol25 dataset. Energies are from ωB97M-V/def2-TZVPD.

ORCA input file:
```
! RIJCOSX wB97M-V def2-TZVPD def2/J DEFGRID3
* xyz 0 1
O -2.526 -0.786 -0.169
P -1.507 -0.360 0.981
C -0.570 0.834 0.408
C 0.527 1.498 0.271
S 2.043 0.702 -0.307
S 1.544 -1.263 -0.964
H -2.132 -1.092 -1.044
H 0.660 2.454 0.687
H 1.960 -1.987 0.137
*
```

Calculated values
LUMO level	-0.02	eV
energy above the lowest of the compared OMol25 structures with the same formula, charge and spin	1.351	eV
largest force on an atom	2.85	eV/Å
gap between HOMO and LUMO	8.9	eV
HOMO energy	-8.91	eV

=====

No. 3
Here is C2H3OV as an isolated structure at a distorted geometry from the OMol25 dataset. Energies are from ωB97M-V/def2-TZVPD.

ORCA input file:
```
! RIJCOSX wB97M-V def2-TZVPD def2/J DEFGRID3
* xyz 1 4
O -0.433 -1.220 0.547
C 0.662 -0.380 0.194
V -0.844 -0.351 -1.254
H -0.367 -1.731 1.366
C 0.883 0.421 1.334
H 1.632 1.210 1.249
H 0.649 0.136 2.369
*
```

Calculated values
LUMO level (spin up / spin down)	-6.17 / -6.10	eV
energy above the lowest of the compared OMol25 structures with the same formula, charge and spin	0.989	eV
⟨S²⟩	3.79
largest force on an atom	4.97	eV/Å
gap between HOMO and LUMO (spin up / spin down)	7.2 / 7.4	eV
HOMO energy (spin up / spin down)	-13.35 / -13.49	eV

=====

No. 4
Here is a single C2H3P molecule at a distorted geometry from the OMol25 dataset. Energies are from ωB97M-V/def2-TZVPD.

ORCA input file:
```
! RIJCOSX wB97M-V def2-TZVPD def2/J DEFGRID3
* xyz 0 1
C -0.297 1.040 0.170
C 0.409 0.015 0.461
P 2.040 0.016 -0.061
H -0.352 1.440 -0.791
H 0.556 -0.524 1.476
H 2.230 0.257 -1.272
*
```

Calculated values
LUMO level (spin up / spin down)	-0.99 / -0.84	eV
energy above the lowest of the compared OMol25 structures with the same formula, charge and spin	3.203	eV
largest force on an atom	5.61	eV/Å
gap between HOMO and LUMO (spin up / spin down)	7.8 / 7.2	eV
HOMO energy (spin up / spin down)	-8.76 / -8.08	eV

=====

No. 5
Here is a 2-piece molecular cluster, C2H3P3 overall at a distorted geometry from the OMol25 dataset. Energies are from ωB97M-V/def2-TZVPD.

ORCA input file:
```
! RIJCOSX wB97M-V def2-TZVPD def2/J DEFGRID3
* xyz 0 1
C 0.695 -1.382 0.098
C 0.030 1.063 0.189
P -0.746 -0.539 0.156
P 2.309 -0.957 -0.204
P 1.942 1.075 0.268
H 0.753 -3.217 0.183
H -0.007 1.645 -0.788
H -0.559 1.679 0.849
*
```

Calculated values
LUMO level	-1.26	eV
energy above the lowest of the compared OMol25 structures with the same formula, charge and spin	3.595	eV
largest force on an atom	5.05	eV/Å
gap between HOMO and LUMO	7.2	eV
HOMO energy	-8.49	eV

=====

No. 6
Here is a 2-piece molecular cluster, C2H3PS overall at a distorted geometry from the OMol25 dataset. Energies are from ωB97M-V/def2-TZVPD.

ORCA input file:
```
! RIJCOSX wB97M-V def2-TZVPD def2/J DEFGRID3
* xyz 0 1
C -2.235 0.876 -0.782
C -2.074 -0.269 -1.046
P 2.811 0.191 -0.175
S 3.320 -1.064 1.368
H -2.370 1.853 -0.641
H -2.238 -1.225 -1.212
H 2.787 -0.362 2.489
*
```

Calculated values
LUMO level (spin up / spin down)	-1.23 / -1.23	eV
energy above the lowest of the compared OMol25 structures with the same formula, charge and spin	2.497	eV
largest force on an atom	4.13	eV/Å
gap between HOMO and LUMO (spin up / spin down)	6.8 / 6.8	eV
HOMO energy (spin up / spin down)	-8.06 / -8.06	eV

=====

No. 7
Here is a single C2H4 molecule at a distorted geometry from the OMol25 dataset. Energies are from ωB97M-V/def2-TZVPD.

ORCA input file:
```
! RIJCOSX wB97M-V def2-TZVPD def2/J DEFGRID3
* xyz 0 1
C -0.409 0.163 0.470
C 0.363 -0.096 -0.560
H -1.275 0.883 0.644
H -0.225 -0.648 1.346
H 0.641 0.214 -1.555
H 1.135 -0.852 0.101
*
```

Calculated values
LUMO level	1.23	eV
energy above the lowest of the compared OMol25 structures with the same formula, charge and spin	1.542	eV
largest force on an atom	5.56	eV/Å
gap between HOMO and LUMO	11.5	eV
HOMO energy	-10.22	eV

=====

No. 8
Here is a single C2H4 molecule at a distorted geometry from the OMol25 dataset. Energies are from ωB97M-V/def2-TZVPD.

ORCA input file:
```
! RIJCOSX wB97M-V def2-TZVPD def2/J DEFGRID3
* xyz 0 1
C 0.686 0.002 -0.038
C -0.652 -0.022 0.001
H 1.264 -0.896 0.083
H 1.133 0.952 0.000
H -1.173 -0.963 -0.063
H -1.259 0.928 0.016
*
```

Calculated values
LUMO level	1.46	eV
energy above the lowest of the compared OMol25 structures with the same formula, charge and spin	0.124	eV
largest force on an atom	2.12	eV/Å
gap between HOMO and LUMO	11.6	eV
HOMO energy	-10.14	eV

=====

No. 9
Here is C2H4AgLiO2 as an isolated structure at a distorted geometry from the OMol25 dataset. Energies are from ωB97M-V/def2-TZVPD.

ORCA input file:
```
! RIJCOSX wB97M-V def2-TZVPD def2/J DEFGRID3
* xyz 0 1
H 1.232 0.469 1.059
O -0.151 -1.022 -0.857
C -0.083 0.349 -0.640
C 0.179 0.777 0.817
O -0.742 0.304 1.727
Li 0.855 -2.380 -1.713
Ag -1.170 -1.952 0.995
H -1.078 0.776 -0.913
H 0.724 0.782 -1.276
H 0.234 1.897 0.801
*
```

Calculated values
LUMO level	-1.51	eV
energy above the lowest of the compared OMol25 structures with the same formula, charge and spin	0.556	eV
largest force on an atom	2.69	eV/Å
gap between HOMO and LUMO	5.2	eV
HOMO energy	-6.75	eV

=====

No. 10
Here is C2H4AgO2 as an isolated structure at a distorted geometry from the OMol25 dataset. Energies are from ωB97M-V/def2-TZVPD.

ORCA input file:
```
! RIJCOSX wB97M-V def2-TZVPD def2/J DEFGRID3
* xyz 1 1
H -0.173 -0.514 2.404
C 0.082 -0.459 -1.328
O -0.444 -0.146 -0.029
C 0.244 -0.456 1.036
O 0.185 0.528 1.850
Ag -0.510 2.603 0.979
H -0.699 -0.196 -2.048
H 0.967 0.161 -1.499
H 0.348 -1.521 -1.365
*
```

Calculated values
LUMO level	-6.10	eV
energy above the lowest of the compared OMol25 structures with the same formula, charge and spin	0.864	eV
largest force on an atom	2.99	eV/Å
gap between HOMO and LUMO	8.1	eV
HOMO energy	-14.22	eV

=====

No. 11
Here is C2H4AsF6KO4 as an isolated structure at a distorted geometry from the OMol25 dataset. Energies are from ωB97M-V/def2-TZVPD.

ORCA input file:
```
! RIJCOSX wB97M-V def2-TZVPD def2/J DEFGRID3
* xyz -2 1
K -31.033 13.344 -7.478
As -27.956 14.606 -5.551
F -28.924 13.112 -5.534
F -29.432 15.634 -5.836
F -26.925 16.106 -5.542
F -26.461 13.665 -5.298
F -27.725 14.478 -7.356
F -28.195 14.690 -3.807
O -27.175 11.179 -7.014
C -27.640 11.394 -8.258
O -26.801 11.445 -9.170
O -28.839 11.576 -8.471
H -27.969 10.884 -6.562
C -31.221 16.107 -10.261
O -30.472 15.333 -9.416
H -31.039 15.900 -11.316
H -32.298 15.945 -10.216
H -30.971 17.151 -10.072
*
```

Calculated values
LUMO level	3.83	eV
energy above the lowest of the compared OMol25 structures with the same formula, charge and spin	1.057	eV
largest force on an atom	3.95	eV/Å
gap between HOMO and LUMO	4.2	eV
HOMO energy	-0.40	eV

=====

No. 12
Here is C2H4B3BrINO3 as an isolated structure from the OMol25 dataset. Energies are from ωB97M-V/def2-TZVPD.

ORCA input file:
```
! RIJCOSX wB97M-V def2-TZVPD def2/J DEFGRID3
* xyz 0 1
Br -1.289 -4.840 0.575
B -1.534 -3.136 -0.224
O -1.012 -2.843 -1.466
B -0.408 -1.605 -1.485
O -0.154 -1.022 -0.244
B -1.237 -1.048 0.605
I -1.594 0.456 2.048
O -2.123 -2.100 0.475
H -0.197 -1.018 -2.490
C 1.994 2.577 0.351
C 0.808 3.423 0.395
N -0.134 4.073 0.436
H 2.088 2.027 1.287
H 1.910 1.866 -0.468
H 2.882 3.189 0.205
*
```

Calculated values
LUMO level	0.28	eV
largest force on an atom	0.79	eV/Å
gap between HOMO and LUMO	10.3	eV
HOMO energy	-10.07	eV

=====

No. 13
Here is a single C2H4BFO molecule at a distorted geometry from the OMol25 dataset. Energies are from ωB97M-V/def2-TZVPD.

ORCA input file:
```
! RIJCOSX wB97M-V def2-TZVPD def2/J DEFGRID3
* xyz 0 1
O -2.634 -0.774 -0.449
C -1.851 -0.045 0.075
B -0.347 -0.442 0.524
C 1.074 -0.111 -0.379
F 2.127 -0.804 0.167
H -2.123 0.906 0.316
H -0.308 -0.971 1.496
H 0.825 -0.489 -1.308
H 1.236 0.942 -0.540
*
```

Calculated values
LUMO level	-0.23	eV
energy above the lowest of the compared OMol25 structures with the same formula, charge and spin	2.012	eV
largest force on an atom	4.42	eV/Å
gap between HOMO and LUMO	9.4	eV
HOMO energy	-9.63	eV

=====

No. 14
Here is C2H4Br2 as an isolated structure at a distorted geometry from the OMol25 dataset. Energies are from ωB97M-V/def2-TZVPD.

ORCA input file:
```
! RIJCOSX wB97M-V def2-TZVPD def2/J DEFGRID3
* xyz 0 1
C -0.305 -0.753 0.107
C -0.029 0.658 0.209
Br -0.894 1.404 -1.322
Br 2.484 1.013 -0.311
H 0.318 -1.304 0.733
H -1.316 -1.048 0.459
H -0.303 -1.219 -0.919
H 0.046 1.249 1.043
*
```

Calculated values
LUMO level	-1.52	eV
energy above the lowest of the compared OMol25 structures with the same formula, charge and spin	1.907	eV
largest force on an atom	4.78	eV/Å
gap between HOMO and LUMO	8.1	eV
HOMO energy	-9.64	eV

=====

No. 15
Here is a single C2H4Br2 molecule at a distorted geometry from the OMol25 dataset. Energies are from ωB97M-V/def2-TZVPD.

ORCA input file:
```
! RIJCOSX wB97M-V def2-TZVPD def2/J DEFGRID3
* xyz 0 1
Br 1.880 1.073 -0.624
C 0.407 -0.257 -0.586
C -0.716 -0.003 0.478
Br 0.116 0.800 2.113
H 0.860 -1.245 -0.495
H 0.079 -0.139 -1.619
H -1.239 -0.916 0.763
H -1.388 0.688 -0.030
*
```

Calculated values
LUMO level	0.41	eV
energy above the lowest of the compared OMol25 structures with the same formula, charge and spin	0.509	eV
largest force on an atom	1.95	eV/Å
gap between HOMO and LUMO	10.2	eV
HOMO energy	-9.79	eV

=====

No. 16
Here is an isolated ion of composition C2H4Br2N and charge +1 at a distorted geometry from the OMol25 dataset. Energies are from ωB97M-V/def2-TZVPD.

ORCA input file:
```
! RIJCOSX wB97M-V def2-TZVPD def2/J DEFGRID3
* xyz 1 1
Br -2.287 -0.781 0.619
C -0.853 0.182 -0.225
N 0.418 -0.672 -0.442
C 0.438 0.390 0.511
Br 1.856 1.811 0.231
H -1.377 0.759 -1.071
H 0.424 -1.550 0.088
H 0.952 -0.427 -1.275
H 0.428 0.288 1.564
*
```

Calculated values
LUMO level	-4.70	eV
energy above the lowest of the compared OMol25 structures with the same formula, charge and spin	0.878	eV
largest force on an atom	4.12	eV/Å
gap between HOMO and LUMO	10.6	eV
HOMO energy	-15.26	eV

=====

No. 17
Here is C2H4Br2N3O2 as an isolated structure at a distorted geometry from the OMol25 dataset. Energies are from ωB97M-V/def2-TZVPD.

ORCA input file:
```
! RIJCOSX wB97M-V def2-TZVPD def2/J DEFGRID3
* xyz 1 1
C -1.069 0.499 1.013
C 1.249 0.133 -0.327
N -1.536 1.316 0.325
N -0.842 -0.501 1.784
N 0.534 -0.089 -1.381
O 0.301 -1.481 -1.613
O -0.073 0.787 -2.015
Br 2.146 -1.285 0.542
Br 1.786 1.843 0.298
H 0.675 -1.585 -2.490
H -1.829 2.314 -0.072
H -1.448 -1.289 1.729
H 0.106 -0.662 2.207
*
```

Calculated values
LUMO level (spin up / spin down)	-4.47 / -4.47	eV
energy above the lowest of the compared OMol25 structures with the same formula, charge and spin	1.191	eV
largest force on an atom	3.58	eV/Å
gap between HOMO and LUMO (spin up / spin down)	8.7 / 8.7	eV
HOMO energy (spin up / spin down)	-13.15 / -13.15	eV

=====

No. 18
Here is a single C2H4Br2S molecule at a distorted geometry from the OMol25 dataset. Energies are from ωB97M-V/def2-TZVPD.

ORCA input file:
```
! RIJCOSX wB97M-V def2-TZVPD def2/J DEFGRID3
* xyz 0 1
C 1.335 -0.275 0.675
S 0.861 0.612 -0.886
C -1.325 0.329 -0.477
Br -1.630 -1.421 -1.445
Br -2.319 1.845 -0.957
H 1.186 -1.318 0.335
H 0.734 0.209 1.476
H 2.356 -0.065 0.713
H -1.198 0.083 0.565
*
```

Calculated values
LUMO level	-0.21	eV
energy above the lowest of the compared OMol25 structures with the same formula, charge and spin	1.179	eV
largest force on an atom	4.39	eV/Å
gap between HOMO and LUMO	8.7	eV
HOMO energy	-8.87	eV

=====

No. 19
Here is C2H4Br6Ca2O2 as an isolated structure at a distorted geometry from the OMol25 dataset. Energies are from ωB97M-V/def2-TZVPD.

ORCA input file:
```
! RIJCOSX wB97M-V def2-TZVPD def2/J DEFGRID3
* xyz 2 1
Ca -3.432 0.484 2.487
Ca -0.801 2.571 -1.083
O -2.294 3.321 1.593
H -1.985 3.811 2.380
O -1.222 -0.338 0.264
H -0.615 -0.864 0.821
C 4.781 2.429 0.603
Br 3.704 0.813 0.516
Br 6.660 2.071 1.143
Br 4.109 3.859 1.801
H 4.644 2.915 -0.363
C -2.608 -4.166 -1.948
Br -2.881 -2.656 -3.212
Br -2.314 -5.928 -2.882
Br -4.059 -4.438 -0.686
H -1.688 -3.884 -1.435
*
```

Calculated values
LUMO level	-8.89	eV
energy above the lowest of the compared OMol25 structures with the same formula, charge and spin	6.889	eV
largest force on an atom	2.67	eV/Å
gap between HOMO and LUMO	5.2	eV
HOMO energy	-14.09	eV

=====

No. 20
Here is an isolated ion of composition C2H4BrClN3 and charge +1 at a distorted geometry from the OMol25 dataset. Energies are from ωB97M-V/def2-TZVPD.

ORCA input file:
```
! RIJCOSX wB97M-V def2-TZVPD def2/J DEFGRID3
* xyz 1 1
Cl 1.426 -1.878 0.231
N 0.782 -0.280 -0.412
C 0.619 0.719 0.835
N -0.805 0.794 0.956
C -1.328 0.289 -0.065
Br -3.147 -0.031 -0.109
N -0.479 -0.332 -0.930
H 1.551 0.047 -1.352
H 0.932 1.636 0.465
H 1.132 0.226 1.627
H -0.683 -1.190 -1.245
*
```

Calculated values
LUMO level	-6.00	eV
energy above the lowest of the compared OMol25 structures with the same formula, charge and spin	1.545	eV
largest force on an atom	5.02	eV/Å
gap between HOMO and LUMO	8.7	eV
HOMO energy	-14.75	eV